1.
The following is a quantum chemistry calculation of a cluster of 2 separate species, C4H8Si in total, from the Open Molecules 2025 dataset.

```
13
Properties=species:S:1:pos:R:3:forces:R:3
C -3.411 -0.149 -0.548 -0.17 6.47 -1.23
C -3.232 -1.293 -0.460 -0.52 -5.44 0.59
C 0.694 -1.084 0.309 -1.35 -0.50 0.45
C 0.554 -0.155 -0.885 1.07 0.28 -1.32
Si 1.021 0.739 0.677 -0.22 -2.32 -1.51
H -3.456 0.938 -0.804 0.02 -1.75 0.67
H 0.136 1.639 1.268 -1.03 1.00 0.87
H -3.442 -2.356 -0.365 0.70 0.73 -0.02
H -0.318 -1.520 0.463 0.92 0.18 0.64
H 1.499 -1.842 0.366 -0.49 0.69 -0.21
H 1.306 -0.308 -1.679 -0.33 0.41 0.43
H -0.430 -0.015 -1.327 -0.02 -0.28 0.28
H 2.395 1.011 0.624 1.44 0.54 0.35
```
Forces are in eV/Å.

For the energy relative to the best compared isomer or geometry (same formula, charge and spin), the calculation gives 75.61 kcal per mole. The SMILES is C1C[SiH2]1.C#C. The value obtained for the orbital gap is 9.976 eV.


2.
The following is a quantum chemistry calculation of a cluster of 2 separate species, C2H8NO2 in total, from the Open Molecules 2025 dataset.

```
13
Properties=species:S:1:pos:R:3:forces:R:3
C 1.008 0.771 0.908 -0.65 -0.27 0.74
N 0.143 0.259 -0.140 0.07 -0.47 -1.68
C 0.462 -1.225 -0.510 0.51 -0.03 1.35
O 1.746 -1.510 -0.448 0.16 0.07 -0.94
H 0.500 1.626 1.377 0.37 0.18 -0.15
H 1.086 0.017 1.698 0.16 -0.05 -0.11
H 2.016 1.015 0.572 0.00 0.03 0.09
H 0.488 0.688 -0.999 -0.21 0.29 0.09
H -0.065 -1.799 0.285 -0.70 -0.01 -0.08
H -0.108 -1.369 -1.488 0.39 0.14 0.41
H -1.739 0.113 -0.409 0.27 0.26 0.48
H -2.833 1.156 -0.542 -0.09 1.26 -0.31
O -2.705 0.259 -0.305 -0.27 -1.38 0.09
```
Forces are in eV/Å.

For the energy relative to the best compared isomer or geometry (same formula, charge and spin), the calculation gives 17.95 kcal per mole. The value obtained for the orbital gap is 6.837 eV. As for the net charge: -1.


3.
The following is a quantum chemistry calculation of a cluster of 2 separate species, C6H14N2O in total, from the Open Molecules 2025 dataset.

```
23
Properties=species:S:1:pos:R:3:forces:R:3
C 1.446 0.345 0.912 0.21 -0.08 -0.02
C -2.690 -0.282 0.262 -0.40 -0.55 -0.09
C 1.321 -0.030 -0.552 -0.06 0.18 0.12
C -2.873 1.166 0.540 0.05 0.09 0.06
C 0.823 1.062 -1.448 -0.01 -0.14 0.06
C 1.644 -1.224 -1.029 0.11 -0.16 0.02
N -1.522 -0.718 0.094 0.94 0.09 -0.08
N 2.450 -0.356 1.691 0.19 -0.12 0.09
O -1.370 -2.080 -0.130 -0.56 0.14 0.11
H 1.674 1.414 0.983 -0.13 -0.03 -0.04
H 0.472 0.185 1.385 0.02 0.16 -0.11
H -3.575 -0.918 0.225 0.10 -0.20 -0.01
H -3.199 1.299 1.571 -0.06 0.09 0.08
H -3.637 1.591 -0.107 -0.05 0.07 -0.06
H -1.932 1.692 0.396 -0.02 0.06 0.02
H 1.655 1.716 -1.711 0.03 0.16 0.01
H 0.067 1.657 -0.942 -0.08 0.09 0.01
H 0.401 0.663 -2.365 -0.06 -0.02 -0.11
H -0.412 -2.175 -0.258 -0.20 0.27 -0.05
H 2.048 -2.015 -0.416 0.14 -0.06 0.19
H 1.543 -1.450 -2.075 -0.08 -0.03 -0.29
H 2.295 -1.359 1.678 0.03 0.14 0.03
H 3.371 -0.185 1.297 -0.11 -0.14 0.07
```
Forces are in eV/Å.

For the energy relative to the best compared isomer or geometry (same formula, charge and spin), the calculation gives 77.17 kcal per mole. The SMILES is C=C(C)CN.C/C=N/O. The value obtained for the orbital gap is 10.154 eV.


4.
The following is a quantum chemistry calculation of the molecule C16H21N3O3, from the Open Molecules 2025 dataset.

```
43
Properties=species:S:1:pos:R:3:forces:R:3
C -2.244 0.401 2.379 0.07 -0.26 -0.04
C -1.151 0.398 1.306 -0.70 0.50 -1.19
C -2.759 -1.050 2.602 0.09 0.59 -0.10
C -3.488 -1.561 1.368 -1.28 -0.14 -0.04
C -3.643 -1.086 3.840 0.18 -0.06 0.28
C 1.113 -0.288 0.702 -0.16 0.03 -0.08
C 2.099 -1.270 1.323 -0.18 0.00 0.28
C 1.796 1.021 0.248 0.28 0.03 0.10
C 2.515 0.894 -1.066 -0.33 0.02 0.29
C 3.852 0.939 -1.296 0.61 0.11 -0.07
C 1.887 0.727 -2.353 -0.28 -0.12 -0.03
C 2.905 0.671 -3.315 0.14 -0.04 -0.39
C 0.550 0.621 -2.754 -0.39 -0.11 -0.42
C 2.638 0.504 -4.684 0.38 0.05 0.18
C 0.281 0.465 -4.111 -0.45 -0.02 0.52
C 1.316 0.402 -5.054 -0.08 0.07 -0.59
H -3.045 2.259 2.245 -0.10 -0.17 0.09
H -3.468 1.301 1.026 0.09 -0.18 0.72
H -1.792 0.726 3.318 0.01 0.05 0.06
H -1.880 -1.669 2.783 0.08 -0.15 -0.01
H -3.779 -2.620 1.511 0.02 0.50 0.02
H -2.875 -1.541 0.468 0.00 0.23 -0.03
H -4.443 -0.964 1.200 1.20 -0.72 0.12
H -3.079 -0.796 4.745 -0.20 -0.11 -0.34
H -4.024 -2.098 3.988 -0.06 0.05 0.07
H -4.481 -0.399 3.728 -0.01 -0.04 -0.01
H 0.199 -0.516 2.569 -0.09 0.23 -0.29
H 0.678 -0.750 -0.193 -0.02 -0.03 0.09
H 2.473 1.381 1.037 -0.13 -0.10 -0.18
H 0.994 1.747 0.154 -0.09 0.14 -0.07
H 4.663 1.102 -0.584 -0.26 -0.11 -0.32
H 5.007 0.830 -3.067 0.34 -0.01 -0.20
H -0.263 0.649 -2.023 0.27 0.06 -0.20
H 3.439 0.465 -5.428 -0.26 0.01 0.30
H -0.760 0.382 -4.446 0.47 0.04 0.14
H 1.072 0.296 -6.119 0.07 -0.01 0.50
H 3.163 -1.093 -0.276 -0.09 -0.08 0.40
N -3.339 1.303 2.053 0.12 0.35 -0.78
N 0.062 -0.045 1.675 0.55 -0.45 0.31
N 4.104 0.801 -2.651 -0.33 0.05 0.51
O -1.392 0.773 0.147 0.34 -0.35 1.02
O 1.940 -1.726 2.430 0.26 0.10 -0.52
O 3.162 -1.588 0.573 -0.10 0.04 -0.11
```
Forces are in eV/Å.

For the energy relative to the best compared isomer or geometry (same formula, charge and spin), the calculation gives 15.77 kcal per mole. The SMILES is CC(C)[C@H](N)C(=O)N[C@@H](Cc1c[nH]c2ccccc12)C(=O)O. The value obtained for the orbital gap is 9.019 eV.